1.
{
  "formula": "C4H8ClNS",
  "method": "wB97M-V/def2-TZVPD",
  "species": ["C", "C", "C", "C", "N", "S", "Cl", "H", "H", "H", "H", "H", "H", "H", "H"],
  "positions_angstrom": [[3.31278, 0.55031, -0.05627], [-0.66253, 1.08852, -0.14386], [-2.23998, -0.98279, 0.25143], [-0.82980, -0.31642, 0.56488], [3.02631, 0.54765, -1.24715], [0.61450, -1.32604, 0.25085], [4.22051, 0.06905, 1.15930], [0.29378, 1.46977, -0.10268], [-1.12063, 1.06587, -1.13572], [-1.19493, 1.76761, 0.46339], [-2.04564, -1.91178, -0.25422], [-2.86616, -0.50831, -0.48509], [-2.88567, -1.26183, 1.06585], [-0.85970, -0.24134, 1.71324], [3.23715, -0.01026, -2.04397]],
  "orbital_gap_ha": [0.3412, 0.2060],
  "charge": 0,
  "lumo_ev": [0.27, -1.66],
  "e_tot_ha": -1070.1701,
  "e_homo_ev": [-9.0, -7.3]
}

***

2.
{
  "formula": "C4H8ClNS",
  "method": "wB97M-V/def2-TZVPD",
  "species": ["C", "C", "C", "C", "H", "H", "H", "H", "H", "H", "H", "H", "N", "S", "Cl"],
  "positions_angstrom": [[1.55391, -1.04682, 0.73098], [-0.88778, -0.46168, -0.35550], [-0.59815, 1.06752, -0.42968], [-1.99665, -1.09893, -0.08547], [1.36360, -1.54644, 1.74854], [1.47195, 0.18003, 0.65368], [2.70154, -1.19861, 0.24627], [-1.09728, 1.56400, -1.24102], [-1.08507, 1.59701, 0.45514], [1.79909, 1.02611, -0.76313], [0.94579, 2.52735, -0.25710], [-1.92222, -2.14894, 0.20259], [0.75487, 1.53014, -0.15719], [0.46065, -1.59608, -0.72099], [-3.46425, -0.39467, -0.02713]],
  "orbital_gap_ha": 0.3357,
  "charge": 0,
  "lumo_ev": 0.67,
  "e_tot_ha": -1070.2040,
  "e_homo_ev": -8.5
}

***

3.
{
  "formula": "C4H8ClNiO3",
  "method": "wB97M-V/def2-TZVPD",
  "species": ["Ni", "Cl", "C", "C", "O", "C", "O", "O", "C", "H", "H", "H", "H", "H", "H", "H", "H"],
  "positions_angstrom": [[10.25806, -16.00129, 18.04417], [8.91381, -14.47167, 19.02142], [6.36670, -6.23385, 19.47814], [7.71123, -6.63143, 18.93594], [7.80999, -8.05797, 18.70428], [7.69858, -8.85709, 19.75553], [7.66473, -8.54001, 20.91366], [7.63767, -10.11329, 19.29841], [7.66679, -11.21124, 20.16990], [5.95249, -6.71623, 20.36161], [5.51798, -6.27102, 18.78444], [6.37566, -5.15555, 19.67927], [8.54985, -6.38012, 19.57998], [7.76586, -6.17808, 17.95126], [7.48849, -12.12034, 19.60891], [7.01516, -11.07517, 21.03360], [8.66269, -11.30234, 20.62376]],
  "orbital_gap_ha": [0.1694, 0.1050],
  "charge": 1,
  "lumo_ev": [-7.96, -9.71],
  "s_squared": 2.0100,
  "spin_multiplicity": 3,
  "e_tot_ha": -2351.0397,
  "e_homo_ev": [-12.6, -12.6]
}

***

4.
{
  "formula": "C4H8ClOP",
  "method": "wB97M-V/def2-TZVPD",
  "species": ["C", "C", "C", "P", "C", "O", "Cl", "H", "H", "H", "H", "H", "H", "H", "H"],
  "positions_angstrom": [[0.93770, -0.96028, 0.85763], [0.36509, 0.20506, 0.73202], [0.65922, 1.48547, 1.50508], [-0.75171, 0.41792, -0.74565], [-0.74053, -1.10470, -1.73788], [-0.34983, 1.66235, -1.71536], [-2.57298, 0.48951, -0.00327], [0.90499, -1.80455, 0.13739], [1.62979, -1.20743, 1.72039], [0.75855, 2.27406, 0.74449], [-0.17829, 1.70313, 2.20160], [1.59062, 1.29091, 2.05275], [-1.35994, -1.06719, -2.64420], [0.33015, -1.35930, -1.93158], [-1.22281, -2.02497, -1.17342]],
  "smiles": "C=C(C)[P@](C)(=O)Cl",
  "orbital_gap_ha": 0.3857,
  "charge": 0,
  "lumo_ev": 0.70,
  "e_tot_ha": -1034.0062,
  "e_homo_ev": -9.8
}

***

5.
{
  "formula": "C4H8CrO3",
  "method": "wB97M-V/def2-TZVPD",
  "species": ["C", "C", "O", "O", "H", "H", "H", "Cr", "O", "C", "C", "H", "H", "H", "H", "H"],
  "positions_angstrom": [[0.38666, 2.30874, -1.87737], [1.29205, 1.13022, -1.65801], [1.28130, 0.54365, -0.57441], [-0.49163, 2.50070, -0.84951], [-0.09228, 2.12641, -2.86606], [1.07219, 3.16805, -2.05513], [2.07937, 0.90614, -2.39814], [-0.29431, 1.22710, 0.48008], [-0.76254, -0.01472, 1.90999], [-0.88881, -1.34485, 2.00583], [-0.38855, -2.18966, 0.86559], [-0.41730, -1.60383, 2.99408], [-1.02012, -2.03227, -0.02023], [-0.42526, -3.24838, 1.14662], [0.64720, -1.92807, 0.60827], [-1.97795, -1.54925, 2.28842]],
  "orbital_gap_ha": [0.3245, 0.2274],
  "charge": 1,
  "lumo_ev": [-4.22, -7.96],
  "s_squared": 8.7665,
  "spin_multiplicity": 6,
  "e_tot_ha": -1427.0572,
  "e_homo_ev": [-13.0, -14.2]
}

***

6.
{
  "formula": "C4H8CsO",
  "method": "wB97M-V/def2-TZVPD",
  "species": ["Cs", "C", "C", "C", "O", "C", "H", "H", "H", "H", "H", "H", "H", "H"],
  "positions_angstrom": [[19.52115, -17.80572, -17.10982], [20.61611, -21.21991, -13.62689], [21.77378, -20.68740, -14.36570], [21.46641, -19.20424, -14.55921], [20.03947, -19.07913, -14.50198], [19.52708, -20.42305, -14.34533], [20.62554, -20.96614, -12.56689], [20.43347, -22.27366, -13.83752], [21.91033, -21.13215, -15.35142], [22.72596, -20.79724, -13.84669], [21.90638, -18.79484, -15.46857], [21.84814, -18.60151, -13.73515], [19.36051, -20.88271, -15.31953], [18.55117, -20.50788, -13.86731]],
  "orbital_gap_ha": [0.1254, 0.3901],
  "charge": 0,
  "lumo_ev": [0.19, 0.14],
  "s_squared": 0.7501,
  "spin_multiplicity": 2,
  "e_tot_ha": -252.4930,
  "e_homo_ev": [-3.2, -10.5]
}